Entry from the OMol25 dataset: a cluster of 20 separate species, C38H76Cl28O6 in total in a non-equilibrium geometry (ωB97M-V/def2-TZVPD).

Last column: Mulliken charge in e.
Positions of all 148 atoms, in Å:
1 C -0.1122 -3.4101 -4.4041  -0.565
2 C 0.7467 -3.1226 -3.1728  0.214
3 C 0.8954 -1.6346 -3.2312  1.671
4 O 0.1151 -1.1528 -4.3636  -0.267
5 C 0.0723 -2.1863 -5.3206  -0.386
6 H -1.1860 -3.4495 -4.1990  0.101
7 H 0.1961 -4.3174 -4.9439  0.425
8 H 1.6645 -3.6559 -3.3779  0.088
9 H 0.3565 -3.4968 -2.2041  0.021
10 H 1.9199 -1.3064 -3.4012  -0.525
11 H 0.4934 -1.1320 -2.3285  -1.011
12 H 0.9855 -2.3136 -5.9617  0.074
13 H -0.8122 -2.0453 -5.9782  0.344
14 C -6.3114 3.0656 -0.8561  -0.779
15 C -5.4057 2.1113 -1.4680  0.143
16 C -4.8048 1.3315 -0.3030  0.753
17 O -5.8317 1.2262 0.7184  -0.347
18 C -6.7980 2.2737 0.3915  -0.690
19 H -7.1438 3.4039 -1.5379  0.356
20 H -5.8150 3.9835 -0.5966  0.349
21 H -4.6405 2.5722 -2.0606  0.364
22 H -5.9834 1.4409 -2.1214  -0.101
23 H -3.9065 1.8442 0.0255  -0.112
24 H -4.5115 0.3144 -0.6570  -0.509
25 H -6.8938 2.7997 1.3818  0.273
26 H -7.7269 1.8047 0.1151  0.253
27 C 4.8400 -2.0454 -4.3290  1.083
28 C 4.9023 -2.3074 -5.8341  -0.668
29 C 5.6913 -3.5895 -5.9023  -0.510
30 O 6.3483 -3.7160 -4.6853  -0.453
31 C 5.3829 -3.3189 -3.7391  -0.514
32 H 3.7948 -1.9078 -3.9617  -0.853
33 H 5.4711 -1.2696 -3.9572  0.260
34 H 5.4216 -1.5146 -6.3074  0.266
35 H 3.9489 -2.3806 -6.3595  0.238
36 H 6.4822 -3.5296 -6.6036  0.331
37 H 5.0275 -4.4072 -6.0944  0.330
38 H 5.8847 -3.1399 -2.7702  0.217
39 H 4.6048 -4.0781 -3.5122  0.217
40 C 4.5208 0.7489 1.6708  0.571
41 C 4.9579 1.6006 2.9309  0.193
42 C 6.4724 1.6435 2.8577  -0.403
43 O 6.8833 0.7128 1.9079  -0.493
44 C 5.8033 -0.1127 1.5380  -0.383
45 H 4.1823 1.3753 0.8201  0.173
46 H 3.6568 0.1153 1.8777  -0.399
47 H 4.6292 1.1094 3.8379  -0.402
48 H 4.4681 2.5690 2.8346  0.231
49 H 6.9793 1.4418 3.8203  0.225
50 H 6.8823 2.6483 2.6188  0.245
51 H 5.7707 -0.9352 2.2567  0.223
52 H 5.9868 -0.4357 0.5163  0.252
53 C 0.6134 1.0515 1.7587  0.406
54 C 0.5691 0.8749 0.2272  0.604
55 C -0.9318 1.1407 -0.0204  0.598
56 O -1.6063 1.3285 1.2412  -0.309
57 C -0.7982 0.7696 2.2532  -0.610
58 H 0.9356 2.0736 1.9939  -0.374
59 H 1.4184 0.4287 2.0967  0.071
60 H 0.8459 -0.1556 -0.0322  -0.613
61 H 1.3061 1.5286 -0.2906  0.045
62 H -1.3824 0.2575 -0.5273  -0.844
63 H -1.0707 1.9975 -0.6007  0.645
64 H -1.0487 -0.2864 2.2810  0.356
65 H -0.9735 1.2466 3.2260  -0.174
66 C -4.3640 1.0971 -5.2834  -0.206
67 C -2.8429 1.5222 -5.0785  0.425
68 C -2.1778 1.1884 -6.4361  -0.014
69 O -3.2901 1.1238 -7.3675  -0.487
70 C -4.5337 1.3998 -6.8310  -0.519
71 H -5.0538 1.6575 -4.7034  0.185
72 H -4.4495 -0.0042 -5.1527  0.143
73 H -2.3206 1.0344 -4.2207  -0.051
74 H -2.6486 2.5803 -4.9367  -0.115
75 H -1.8122 0.1681 -6.4320  -0.080
76 H -1.4549 1.9690 -6.7707  0.250
77 H -5.2577 0.7494 -7.3338  0.286
78 H -4.8713 2.4748 -7.0626  0.249
79 C -0.3141 -2.7686 7.9046  -0.081
80 Cl 1.4075 -2.9974 8.1224  -0.123
81 Cl -1.1232 -4.2774 7.6771  -0.160
82 H -0.6584 -2.3806 8.8665  0.367
83 H -0.5401 -2.1837 7.0271  -0.041
84 C -1.6250 4.2433 2.7856  1.064
85 Cl -3.3596 4.6583 2.7236  -0.150
86 Cl -0.6858 5.4442 3.6833  -0.189
87 H -1.4333 3.2669 3.2635  -0.662
88 H -1.3097 4.2226 1.7280  0.026
89 C 2.1268 5.1589 1.3179  -0.132
90 Cl 3.9200 4.9236 1.2574  -0.166
91 Cl 1.3444 4.6466 -0.1412  -0.036
92 H 1.6925 4.6018 2.1085  -0.098
93 H 1.9792 6.1886 1.4570  0.435
94 C -0.7914 -4.3777 1.5763  -0.271
95 Cl 0.0540 -5.8707 0.9995  -0.178
96 Cl 0.1153 -2.9355 0.9324  -0.067
97 H -1.7571 -4.3217 1.0597  0.048
98 H -0.8772 -4.3158 2.6298  0.346
99 C -2.3696 -2.2468 -1.4680  1.996
100 Cl -2.9584 -3.8960 -1.1340  -0.167
101 Cl -3.1541 -1.4920 -2.8699  -0.029
102 H -2.6346 -1.6593 -0.6018  -0.975
103 H -1.3124 -2.2384 -1.6695  -0.974
104 C -3.8682 -0.5458 2.5298  1.116
105 Cl -3.2879 -0.8311 4.1570  -0.101
106 Cl -3.9692 -1.9735 1.5149  -0.131
107 H -4.8821 -0.1857 2.5773  0.443
108 H -3.1960 0.1465 2.0488  -1.200
109 C 3.6106 -3.9579 0.4722  -0.153
110 Cl 4.1968 -3.8404 2.0364  -0.105
111 Cl 3.5276 -2.4590 -0.5015  -0.031
112 H 4.2997 -4.5644 -0.1442  0.361
113 H 2.6096 -4.3875 0.4594  -0.055
114 C 5.1861 -0.5287 6.0692  0.323
115 Cl 4.5577 0.8534 7.0047  -0.171
116 Cl 4.2700 -1.9509 6.2469  -0.066
117 H 5.1083 -0.2991 4.9939  -0.479
118 H 6.1986 -0.6649 6.3866  0.410
119 C -6.7429 -1.5560 -0.8314  1.129
120 Cl -6.7918 -1.3329 -2.6016  -0.164
121 Cl -8.3491 -1.6129 -0.0979  -0.190
122 H -6.2453 -2.5145 -0.6980  0.181
123 H -6.2323 -0.7358 -0.3622  -0.887
124 C 1.5672 -5.1504 5.7059  -0.523
125 Cl 0.9995 -3.5829 4.9532  0.142
126 Cl 1.9608 -6.3914 4.5081  -0.144
127 H 2.4422 -4.8863 6.3570  0.300
128 H 0.7310 -5.5541 6.2368  0.269
129 C 2.8554 2.4725 -3.4416  -0.661
130 Cl 3.8163 1.0369 -2.8225  -0.117
131 Cl 1.1414 2.0197 -3.6978  -0.026
132 H 3.0098 3.3486 -2.8283  0.347
133 H 3.2194 2.5717 -4.4362  0.400
134 C -3.6804 3.5192 6.1905  -0.364
135 Cl -3.8509 3.5072 7.9790  -0.181
136 Cl -2.8141 2.1272 5.5290  -0.030
137 H -4.7007 3.4033 5.8017  0.321
138 H -3.1317 4.3906 5.8982  0.235
139 C -1.1809 5.3607 -3.2412  -0.152
140 Cl -2.1267 4.7720 -1.8605  -0.060
141 Cl -2.2341 5.8037 -4.6228  -0.185
142 H -0.5129 6.1728 -2.9544  0.403
143 H -0.6109 4.5852 -3.6538  -0.025
144 C 1.1848 0.8685 6.6255  -0.668
145 Cl 1.1853 -0.3001 5.3192  0.103
146 Cl 1.5054 2.4785 5.9482  -0.134
147 H 0.2183 0.9996 7.0580  0.395
148 H 1.9152 0.5338 7.3785  0.363

Results
**HOMO level**: -9.3 eV
**2S+1**: 1